ORCA calculation (ωB97M-V with the def2-TZVPD basis set) on C4H8O2 in the gas phase.

```
14
Properties=species:S:1:pos:R:3:forces:R:3
C 0.2249 -1.2992 0.7786 0.1 0.4 -0.1
C 1.2151 -0.2475 0.3215 0.6 -0.3 0.2
O 0.5849 0.9940 0.3225 2.1 1.1 0.3
C -0.1644 1.3039 -0.8296 -0.2 -1.5 1.1
C -1.3809 0.2514 -0.2775 0.0 1.1 -1.0
O -0.9094 -1.1002 -0.0573 0.1 0.5 -0.5
H 0.5904 -2.3313 0.6273 -0.2 0.5 -0.1
H -0.0056 -1.1896 1.8550 -0.1 0.2 -0.4
H 2.0449 -0.0768 0.9985 0.4 -0.7 0.1
H 1.5629 -0.4849 -0.6958 0.1 -0.1 0.2
H 0.0754 2.4245 -0.9243 -2.2 -1.2 0.3
H 0.2871 0.9449 -1.7890 -0.3 -0.5 0.7
H -1.7850 0.6090 0.6919 0.2 0.3 -0.8
H -2.1314 0.0919 -1.0327 -0.6 0.1 -0.1
```
Forces are in eV/Å.

Computed properties:
Energy relative to the best compared isomer or geometry (same formula, charge and spin) = 3.337 eV
Energy = -8369.9447 eV
Max |F| = 2.534 eV/Å
E_HOMO = -8.91 eV
SMILES = C1COCCO1
HOMO-LUMO gap = 10.031 eV

Atom charges from the Mulliken analysis, given in e for atoms 1 to 8:
1 C -0.361
2 C -0.396
3 O -0.391
4 C -0.371
5 C -0.399
6 O -0.362
7 H 0.295
8 H 0.266